Record 1
Below is C3H6O2P as an isolated structure in a non-equilibrium geometry, with properties calculated with ωB97M-V/def2-TZVPD.

```
12
Properties=species:S:1:pos:R:3:forces:R:3
C 0.527554 0.866704 -0.233853 0.12 3.87 -0.43
C -0.814860 0.462599 -0.800584 2.30 -4.72 -0.81
C 1.029605 -0.413894 0.417526 -1.01 3.26 4.97
O -0.755340 -2.410323 -0.166553 -0.51 -0.92 -0.28
O -1.453464 -0.528141 1.936807 2.66 -2.15 -5.74
P -0.692851 -1.057514 0.413643 -2.29 3.66 5.42
H 1.166790 1.445230 -0.967204 -0.15 -1.16 0.33
H 0.297707 1.768987 0.459066 0.49 -1.91 -0.27
H -1.638629 0.980924 -0.580890 -3.01 2.42 0.54
H -0.797963 0.016343 -1.827211 -0.01 0.64 0.65
H 1.634352 -0.990039 -0.140347 2.31 -1.91 -2.03
H 1.497100 -0.140876 1.489600 -0.91 -1.08 -2.34
```
Positions in Å, forces in eV/Å.

The value obtained for the lowest unoccupied orbital energy is 4.24 eV. Its net charge is -1. The value obtained for the energy relative to the best compared isomer or geometry (same formula, charge and spin) is 145.8 kJ/mol.



Record 2
Below is a 3-piece molecular cluster, C5H14N4 overall, with properties calculated with ωB97M-V/def2-TZVPD.

```
23
Properties=species:S:1:pos:R:3:forces:R:3
C 0.450011 -0.216256 0.854227 -0.02 -0.21 0.37
C 0.162898 0.335723 -0.438100 -0.27 0.00 -0.22
C 0.714372 -0.198136 -1.737709 0.02 -0.02 0.06
N -0.003942 0.437659 1.936431 -0.02 -0.09 -0.23
N 1.253521 -1.281243 1.028792 -0.18 0.12 -0.08
N -0.698498 1.481924 -0.436463 0.03 -0.10 0.03
N 1.861524 1.690831 -0.205025 -0.28 -0.35 0.02
C -1.400707 -1.136057 -0.228537 0.52 0.52 0.08
C -2.628556 -0.867459 0.179875 0.02 -0.02 -0.02
H -0.649397 1.182916 1.696205 0.06 -0.04 0.01
H -0.156276 -0.061906 2.796166 0.05 0.00 -0.06
H 1.347371 -1.705484 1.934688 -0.03 0.07 -0.03
H 1.504401 -1.841642 0.235176 0.00 0.06 0.00
H -1.464122 1.354696 -1.087020 0.04 -0.03 0.01
H -0.107621 2.268818 -0.698760 0.00 -0.05 0.01
H 1.995058 1.912673 0.783542 0.03 0.03 -0.05
H 2.711067 1.179884 -0.452166 -0.01 0.05 0.01
H -1.132775 -2.103619 -0.656173 -0.04 -0.02 -0.01
H 1.175274 0.630533 -2.272251 -0.01 0.00 0.05
H 1.483142 -0.960799 -1.597631 -0.03 0.03 0.03
H -0.079354 -0.624923 -2.353129 0.00 0.02 0.04
H -3.453635 -1.577993 0.107643 0.09 0.03 -0.01
H -2.883756 0.099859 0.610216 0.03 0.00 -0.01
```
Positions in Å, forces in eV/Å.

The value obtained for the lowest unoccupied orbital energy (spin up / spin down) is 0.58 / 0.58 eV. The value obtained for the energy relative to the best compared isomer or geometry (same formula, charge and spin) is 436.8 kJ/mol.



Record 3
Below is an isolated ion of composition C5H13N4 and charge +1 in a non-equilibrium geometry, with properties calculated with ωB97M-V/def2-TZVPD.

```
22
Properties=species:S:1:pos:R:3:forces:R:3
C 0.552249 -0.557000 0.410155 -2.52 2.95 -0.35
C -0.951680 0.978320 1.292475 -0.86 0.78 -0.65
C 0.233913 -0.746667 -1.909886 -0.31 -1.75 -1.05
C 0.491230 -0.288891 -3.266863 -1.47 2.22 -1.03
C 0.751521 0.147669 2.866568 -3.70 1.61 -0.15
N 0.118173 0.268803 1.509959 0.75 -1.15 -1.20
N 0.506372 0.044154 -0.897446 -0.78 -2.44 1.00
N -1.471150 1.988413 2.079858 0.53 -1.16 -0.41
N -0.191873 -2.022865 -1.788648 0.44 0.65 -0.03
H 1.256943 -1.271939 0.440294 2.48 -1.99 1.12
H -1.451289 0.792512 0.262296 0.79 0.55 2.15
H 1.452412 -0.545786 -3.625846 1.06 -0.76 -0.29
H 0.601199 0.835278 -3.149262 -0.62 -1.00 -0.87
H -0.297010 -0.648699 -4.022083 1.13 0.87 1.18
H 0.642643 1.149766 3.320843 0.56 -0.43 -0.12
H 0.038530 -0.482512 3.411265 0.62 -0.20 0.16
H 1.733892 -0.190327 2.895933 1.54 -0.61 -0.45
H 0.409097 1.003432 -1.115777 0.59 1.42 0.15
H -1.288925 2.053066 3.098292 -0.47 0.06 -1.37
H -2.283892 2.403930 1.636587 0.17 0.12 0.91
H -0.463864 -2.273259 -0.860988 -0.13 -0.56 0.63
H -0.388488 -2.637399 -2.587726 0.19 0.84 0.67
```
Positions in Å, forces in eV/Å.

The value obtained for the lowest unoccupied orbital energy (spin up / spin down) is -2.65 / -2.65 eV. Its net charge is +1. The value obtained for the energy relative to the best compared isomer or geometry (same formula, charge and spin) is 229.8 kJ/mol.



Record 4
Below is a 2-piece molecular cluster, C2H6N2O overall in a non-equilibrium geometry, with properties calculated with ωB97M-V/def2-TZVPD.

```
11
Properties=species:S:1:pos:R:3:forces:R:3
O -0.532920 -0.972833 -1.187219 0.38 1.07 0.12
C -0.401496 -2.178897 -0.646526 -0.02 -1.05 0.31
N 0.868410 1.194814 1.230080 0.50 -1.01 -0.62
C 0.302277 2.126767 0.526976 -1.03 0.26 0.83
N 0.080511 2.081438 -0.771174 -0.12 0.21 -0.40
H 0.406931 -2.215118 0.137407 -0.29 0.21 -0.23
H 0.919023 1.309402 2.237591 -0.33 0.56 -0.01
H -0.170615 3.016910 0.975195 0.58 0.08 0.10
H -1.307492 -2.469332 -0.063133 0.11 0.22 0.13
H -0.199254 -3.014514 -1.342338 0.12 0.31 -0.09
H 0.034626 1.121363 -1.096860 0.12 -0.86 -0.14
```
Positions in Å, forces in eV/Å.

The value obtained for the lowest unoccupied orbital energy is -4.33 eV. The value obtained for the energy relative to the best compared isomer or geometry (same formula, charge and spin) is 788.6 kJ/mol.



Record 5
Below is an isolated molecule of CH3FOS in a non-equilibrium geometry, with properties calculated with ωB97M-V/def2-TZVPD.

```
7
Properties=species:S:1:pos:R:3:forces:R:3
C -0.220662 -0.096718 1.086518 3.44 -3.15 0.33
O 0.313893 -0.717007 -0.070692 -0.79 1.32 0.17
F 2.289384 0.658997 1.047237 -1.23 -0.45 1.93
S 1.213583 0.162725 2.301310 0.29 0.80 -2.70
H -0.760690 0.693180 0.786236 -1.27 3.41 -0.83
H -0.877926 -0.760131 1.577760 -0.79 -0.79 0.97
H 0.459940 -1.621696 0.144328 0.36 -1.15 0.14
```
Positions in Å, forces in eV/Å.

The value obtained for the lowest unoccupied orbital energy is -0.13 eV. The value obtained for the energy relative to the best compared isomer or geometry (same formula, charge and spin) is 126.7 kJ/mol. As for the SMILES: OCSF.



Record 6
Below is C8H18N5S as an isolated structure in a non-equilibrium geometry, with properties calculated with ωB97M-V/def2-TZVPD.

```
32
Properties=species:S:1:pos:R:3:forces:R:3
C 1.835503 2.293992 0.142791 1.22 -1.21 -0.14
C -0.054032 0.833529 0.304641 -1.56 1.20 -1.23
C 1.881756 -0.226813 -0.601063 3.33 2.07 0.86
C -3.717494 0.638391 0.414322 1.82 -1.93 -2.63
C -2.352643 -0.737754 -1.165094 -0.60 0.94 -2.38
C -2.079930 -1.151575 1.233518 1.17 0.24 1.50
C 4.483106 -1.057491 0.555977 -0.51 0.73 -1.51
C -2.353674 -0.039992 0.158831 -0.91 -1.48 2.15
N 2.456690 1.595517 -0.691095 -0.28 -2.13 -0.27
N 0.698607 1.811989 0.791409 -0.70 1.51 3.04
N 0.519075 -0.160118 -0.361555 -2.79 -0.18 0.03
N 2.231698 -0.932669 -1.707392 -2.55 0.84 -2.32
N -1.403404 1.038095 0.199609 2.14 0.20 1.10
S 2.760922 -0.857832 0.867937 -2.11 -0.30 1.30
H 2.179625 3.234831 0.570279 -0.07 0.24 -0.53
H -3.751643 1.132207 1.295651 0.01 1.93 2.60
H -3.731562 1.188798 -0.476604 -0.86 1.97 -0.92
H -4.549457 0.000899 0.337608 -0.82 -1.26 0.07
H -3.392789 -1.097935 -1.330822 0.79 0.36 -0.56
H -1.746384 -1.611765 -1.240880 0.48 -0.91 0.35
H -1.912749 -0.076939 -1.995024 -1.42 -0.61 0.86
H -1.559634 -1.978310 0.716216 -0.61 0.01 0.64
H -1.343481 -0.882649 2.104228 -1.46 -0.01 -1.52
H -3.043468 -1.462770 1.716278 1.01 0.00 -0.61
H 4.672919 -1.625645 -0.323943 0.09 -0.51 -0.91
H 4.892616 -1.658609 1.332597 0.32 0.14 1.02
H 4.819387 -0.054464 0.399744 1.16 0.31 0.37
H 0.481331 2.266879 1.718315 -0.26 -0.74 -1.78
H -0.193004 -0.741843 -0.839409 1.33 0.10 -0.04
H 1.806723 -0.586949 -2.617589 1.00 -0.55 1.54
H 3.194918 -1.101526 -1.756653 1.36 -0.30 -0.39
H -1.729525 2.008518 0.247178 0.30 -0.69 0.34
```
Positions in Å, forces in eV/Å.

The value obtained for the lowest unoccupied orbital energy is -3.51 eV. Its net charge is +1. The value obtained for the energy relative to the best compared isomer or geometry (same formula, charge and spin) is 101.5 kJ/mol.



Record 7
Below is ClHg as an isolated structure in a non-equilibrium geometry, with properties calculated with ωB97M-V/def2-TZVPD.

```
2
Properties=species:S:1:pos:R:3:forces:R:3
Hg -1.253495 0.396556 -0.126431 2.65 -0.84 0.27
Cl 1.253495 -0.396556 0.126431 -2.65 0.84 -0.27
```
Positions in Å, forces in eV/Å.

The value obtained for the lowest unoccupied orbital energy is -10.09 eV. Its net charge is +1. The value obtained for the energy relative to the best compared isomer or geometry (same formula, charge and spin) is 56.4 kJ/mol.



Record 8
Below is C4H6ClF3O2TiY as an isolated structure in a non-equilibrium geometry, with properties calculated with ωB97M-V/def2-TZVPD.

```
18
Properties=species:S:1:pos:R:3:forces:R:3
Y -1.507292 1.189735 1.598112 2.57 5.95 7.79
Ti -3.145932 -2.042055 -0.415618 -0.97 -3.19 -1.65
C 0.405478 1.673065 -0.112718 0.58 0.41 2.09
O -0.300402 0.422155 0.148592 3.65 -1.18 -2.48
O -0.120652 2.413465 0.924432 1.15 1.02 -1.09
C 1.992248 1.443675 0.059412 0.91 -1.17 -1.48
F 2.460578 1.242065 -1.150758 -0.31 -0.54 -2.43
F 2.675918 2.406445 0.515682 -0.10 3.56 1.55
F 2.487698 0.399515 0.750492 -2.06 -1.29 0.85
C -0.076972 -0.701725 -0.719218 -1.88 -2.68 1.16
C -0.512102 -1.903835 0.182402 0.85 -1.03 -0.36
H -0.602662 -2.876525 -0.301088 0.60 -0.03 -0.75
H 0.235218 -2.094575 0.952612 0.04 0.09 0.11
H -1.459442 -1.864555 0.720072 0.42 0.33 0.43
H 0.941578 -0.934265 -1.029968 0.10 0.93 0.07
H -0.781922 -0.666775 -1.549838 0.38 0.53 -0.34
H 0.024428 2.021525 -1.072658 1.02 0.13 -0.36
Cl -2.715772 -0.127335 0.500052 -6.95 -1.85 -3.13
```
Positions in Å, forces in eV/Å.

As for the multiplicity: 4. The value obtained for the lowest unoccupied orbital energy (spin up / spin down) is -8.63 / -8.68 eV. As for the expectation value of S²: 3.7523. Its net charge is +2.



Question: What is the formula in the seventh record?
Answer: ClHg